One molecule with the formula C4H2O2. Source: the Open Molecules 2025 dataset; level of theory: wB97M-V/def2-TZVPD.

Structure (ORCA input):
```
! wB97M-V def2-TZVPD RIJCOSX def2/J DEFGRID3
* xyz 0 1
O -1.33146 -1.44435 0.88465
C -1.38293 -0.47529 0.17416
C -0.37103 0.66542 0.30897
O -0.73878 1.75111 0.69288
C 0.98661 0.32294 -0.06999
C 2.03894 -0.06689 -0.50718
H -2.16663 -0.31405 -0.59359
H 2.96527 -0.43887 -0.88991
*
```

- strongest force on any atom (eV/A) = 0.58
- structure (SMILES) = C#CC(=O)C=O
- Kohn-Sham gap (eV) = 9.564
- ΔE to the lowest compared entry with this formula, charge and spin (kJ/mol) = 42.0


One molecule with the formula C4H2O2 at a distorted geometry. Source: the Open Molecules 2025 dataset; level of theory: wB97M-V/def2-TZVPD.

Structure (ORCA input):
```
! wB97M-V def2-TZVPD RIJCOSX def2/J DEFGRID3
* xyz 0 3
C -1.29653 1.66278 -0.09492
C -0.47912 0.85597 -0.44014
C 0.55221 -1.25502 0.51540
C 0.71637 -0.16234 -0.50953
O 0.59475 -1.12721 1.70218
O 1.58439 -0.09883 -1.32763
H -2.05210 2.35611 0.13792
H 0.38002 -2.23147 0.01672
*
```

- strongest force on any atom (eV/A) = 4.11
- Kohn-Sham gap (spin up / spin down) (eV) = 7.361 / 7.480
- ΔE to the lowest compared entry with this formula, charge and spin (kJ/mol) = 171.6
- expectation value of S² = 2.01


One molecule with the formula C4H2O3 at a distorted geometry. Source: the Open Molecules 2025 dataset; level of theory: wB97M-V/def2-TZVPD.

Structure (ORCA input):
```
! wB97M-V def2-TZVPD RIJCOSX def2/J DEFGRID3
* xyz 0 3
C -0.85528 -1.71442 1.17247
C -0.21730 -0.58934 0.50309
C 1.25725 1.07574 -1.05250
C 0.22090 -0.02183 -0.82191
O 1.48754 2.18886 -0.85480
O -1.14231 -0.86391 2.19914
O -0.56636 0.26552 1.57353
H 0.44157 -0.87524 -1.46345
H -0.62601 0.53462 -1.25557
*
```

- strongest force on any atom (eV/A) = 3.00
- Kohn-Sham gap (spin up / spin down) (eV) = 8.234 / 7.565
- ΔE to the lowest compared entry with this formula, charge and spin (kJ/mol) = 577.3
- expectation value of S² = 2.01


C4H2O6Tm as an isolated structure at a distorted geometry. Source: the Open Molecules 2025 dataset; level of theory: wB97M-V/def2-TZVPD.

Structure (ORCA input):
```
! wB97M-V def2-TZVPD RIJCOSX def2/J DEFGRID3
* xyz 3 3
O -0.90929 1.80650 0.12438
C -0.51801 0.79178 -0.45914
O -0.44335 0.65266 -1.68816
O -0.09857 -0.26250 0.38806
Tm -1.39136 3.03599 -2.02681
H 1.09805 -1.04287 -1.08617
O 2.41576 -3.24709 0.41524
O 1.41208 -2.25784 1.89691
O 0.23243 -3.09895 0.23671
C 0.78518 -1.12024 -0.03206
C 1.88372 -1.43521 0.96781
C 1.25029 -3.35023 0.91661
H 2.62217 -0.66622 1.22916
*
```

- strongest force on any atom (eV/A) = 7.16
- Kohn-Sham gap (spin up / spin down) (eV) = 5.309 / 2.822
- ΔE to the lowest compared entry with this formula, charge and spin (kJ/mol) = 544.4
- expectation value of S² = 2.02


A 2-piece molecular cluster, C4H2OS overall at a distorted geometry. Source: the Open Molecules 2025 dataset; level of theory: wB97M-V/def2-TZVPD.

Structure (ORCA input):
```
! wB97M-V def2-TZVPD RIJCOSX def2/J DEFGRID3
* xyz 0 1
C -0.32086 -0.61338 2.07479
C -0.37309 -0.86696 -2.33480
C 0.41616 0.12895 1.51180
C 0.30233 -0.36383 -1.47652
O 0.61561 2.59852 0.63442
S 1.27574 1.31792 0.48330
H -1.09158 -1.24049 2.39339
H -0.82431 -0.96073 -3.28639
*
```

- strongest force on any atom (eV/A) = 2.87
- Kohn-Sham gap (spin up / spin down) (eV) = 7.090 / 8.057
- ΔE to the lowest compared entry with this formula, charge and spin (kJ/mol) = 527.4


C4H30BO23 as an isolated structure at a distorted geometry. Source: the Open Molecules 2025 dataset; level of theory: wB97M-V/def2-TZVPD.

Structure (ORCA input):
```
! wB97M-V def2-TZVPD RIJCOSX def2/J DEFGRID3
* xyz -1 1
O 23.19200 -5.98200 -20.14200
C 23.58100 -5.09300 -19.40700
O 23.14500 -3.93200 -19.58900
B 23.70700 -3.22300 -18.43000
O 24.27600 -4.24600 -17.55700
C 24.21000 -5.29800 -18.16700
O 24.42200 -6.41100 -17.69300
O 22.59500 -2.56900 -17.73000
C 22.82900 -1.37200 -17.73200
O 22.25900 -0.56400 -17.05300
C 24.01800 -1.18000 -18.45500
O 24.65400 -2.16400 -18.76100
O 24.35600 -0.05400 -18.87700
O 22.83300 -4.96800 -15.04500
H 22.32900 -5.30300 -14.25300
H 22.20900 -4.98900 -15.80100
O 25.03000 -0.59900 -15.44600
H 25.48100 0.24300 -15.58900
H 24.15100 -0.38500 -15.16800
O 22.72400 -0.50700 -13.92300
H 23.14800 -1.27000 -13.50000
H 22.32300 -0.93100 -14.68000
O 20.33200 -4.62100 -19.71200
H 19.74400 -3.90900 -19.93800
H 20.39800 -4.57400 -18.73500
O 23.13200 -8.60800 -17.18000
H 23.66300 -7.90200 -17.52100
H 23.76300 -9.11900 -16.57800
O 23.27300 1.76700 -15.99400
H 22.54800 2.09800 -15.47500
H 22.95100 1.02500 -16.46100
O 20.33400 1.17000 -17.77500
H 20.78300 0.45200 -17.29700
H 19.44700 0.99300 -17.98900
O 19.66500 -1.78500 -17.18700
H 18.85800 -2.38500 -17.20100
H 19.92700 -1.85400 -18.10400
O 24.91200 2.77900 -17.85000
H 24.99800 1.95100 -18.30100
H 24.48100 2.48000 -17.07400
O 21.20100 -2.59600 -15.05200
H 20.99700 -2.29100 -15.92100
H 21.94300 -3.21700 -15.13700
O 22.62700 -1.11000 -21.06700
H 23.54900 -1.19500 -21.28100
H 22.45400 -0.21300 -20.88000
O 25.43000 -5.75800 -15.30500
H 25.35400 -6.17200 -16.17200
H 24.55600 -5.38200 -15.17300
O 21.88400 -3.75600 -22.11200
H 22.28000 -2.92700 -21.93100
H 21.94300 -4.22200 -21.29800
O 20.88100 -7.07000 -20.75700
H 20.43700 -6.26300 -20.42800
H 21.79300 -6.76300 -20.61500
O 25.97900 -3.16000 -14.93500
H 25.98900 -4.05500 -15.34400
H 25.86100 -2.50300 -15.58400
*
```

- strongest force on any atom (eV/A) = 11.93
- Kohn-Sham gap (eV) = 9.275
- ΔE to the lowest compared entry with this formula, charge and spin (kJ/mol) = 377.7